[1]
This record from OMol25 describes 2 unconnected molecules or ions with the total composition C10H6BrCl2F8N2O3S in a non-equilibrium geometry. The level of theory is wB97M-V/def2-TZVPD.

XYZ file:
```
33
Properties=species:S:1:pos:R:3:lowdin_charge:R:1
F 4.614 -0.948 1.970 0.0611
Cl 1.092 -1.205 -5.173 0.5160
N -3.294 0.437 2.306 0.0130
Br 0.483 2.604 3.499 0.8429
C 2.027 -0.132 -0.174 -0.2221
C -0.723 0.986 0.934 -0.1201
C 3.243 -0.426 2.297 -0.1327
C 0.436 0.402 -4.838 -1.0236
H -4.222 0.291 2.813 0.2079
F 2.808 -1.006 3.615 0.0380
Cl -1.330 0.368 -4.773 0.5081
H -2.512 0.126 -1.810 0.1474
O 0.429 1.638 -1.546 -0.3258
F 1.765 -1.075 -1.323 0.0217
C -2.290 1.204 3.044 0.0563
H 0.750 1.086 -5.630 0.0360
F 3.377 0.470 -0.490 0.0424
H 0.821 0.750 -3.876 -0.0043
C -2.556 -2.051 -0.998 -0.1531
F 3.214 1.043 2.445 0.0252
C -0.850 1.577 2.440 -0.4426
H -0.765 -0.702 -1.401 0.1087
C -1.997 0.160 0.454 -0.0576
C -1.872 -0.526 -1.070 -0.0119
C 2.235 -1.042 1.161 -0.1133
H -2.536 1.578 4.141 0.1689
F -1.592 -3.213 -0.924 -0.0281
F 1.000 -1.490 1.841 0.0327
S 0.832 1.290 -0.056 0.8739
N -3.282 -0.138 1.084 0.1671
O 1.661 2.546 0.388 -0.3144
F 2.904 -2.314 0.686 0.0457
O -3.870 -2.286 -1.037 0.0366
```

Maximum force   10.7 eV/Å
Total charge   +1
Energy   -147230.6928 eV

***

[2]
This record from OMol25 describes C10H6BrN5S2 in the gas phase in a non-equilibrium geometry. The level of theory is wB97M-V/def2-TZVPD.

XYZ file:
```
24
Properties=species:S:1:pos:R:3:lowdin_charge:R:1
S 0.860 0.300 3.017 1.0486
C 2.410 -1.716 3.580 -0.2226
C 1.708 -0.688 4.169 -0.3975
C -3.646 2.978 -0.677 -0.3720
C -3.629 2.333 -1.879 -0.2571
H 2.956 -2.449 4.170 0.1074
C 0.819 -1.009 -1.875 -0.4692
C -0.565 0.518 -0.939 -0.3158
N -2.584 1.471 -2.088 0.0435
Br 2.978 -2.480 -0.711 0.7906
H -4.437 3.676 -0.358 0.0727
C 1.059 -0.489 0.389 -0.2685
C 1.567 -0.713 1.774 -0.5274
C -1.774 1.418 -1.026 -0.4987
N -0.161 -0.175 -2.009 0.1786
S -2.252 2.468 0.294 1.0111
H 1.961 -1.881 -3.322 0.0637
N 0.048 0.391 0.215 0.1103
C 1.540 -1.220 -0.719 -0.5060
H -4.370 2.490 -2.635 0.0967
N 2.292 -1.732 2.213 0.0099
N 1.032 -1.661 -3.039 0.1216
H 1.753 -0.532 5.243 0.0643
H 0.436 -1.299 -3.787 0.1158
```

Maximum force   3.7 eV/Å
Relative energy (zero: lowest compared OMol25 entry of this formula, charge and spin)   0.0 kcal/mol
SMILES string   Nc1nc(-c2nccs2)nc(-c2nccs2)c1Br

***

[3]
This record from OMol25 describes a molecular structure, C10H6MnNO5 in a non-equilibrium geometry. The level of theory is wB97M-V/def2-TZVPD.

XYZ file:
```
23
Properties=species:S:1:pos:R:3:lowdin_charge:R:1
C 1.447 1.732 0.433 -0.0600
H -1.147 -0.678 -1.795 0.1206
C 3.298 0.278 -0.672 -0.1604
C 1.120 0.813 -1.987 -0.0314
O 2.293 -1.174 2.277 0.2881
O 0.983 1.282 -3.039 0.2874
H 3.285 -0.737 -1.256 0.1763
H -2.671 0.551 2.744 0.1353
C -1.040 0.302 1.384 -0.0854
C 1.929 -0.712 1.278 -0.0324
C -1.526 -0.412 -0.799 -0.0892
Mn 1.424 0.052 -0.330 0.2408
C -2.895 -0.456 -0.508 0.0114
O 1.176 -2.768 -1.562 0.2757
O 1.554 2.792 0.894 0.2758
C -2.397 0.270 1.728 0.0126
H -0.278 0.605 2.114 0.1221
N -0.632 -0.040 0.143 -0.0692
H -4.404 -0.143 1.018 0.1409
O 4.189 1.032 -0.458 0.2926
C 1.208 -1.718 -1.076 -0.0065
H -3.574 -0.760 -1.304 0.1348
C -3.342 -0.112 0.772 0.0199
```

Maximum force   9.1 eV/Å
Total charge   +2
Spin multiplicity   5
Energy   -53491.7556 eV
<S²>   6.054

***

[4]
This record from OMol25 describes a molecular structure, C10H6N2O5Sm in a non-equilibrium geometry. The level of theory is wB97M-V/def2-TZVPD.

XYZ file:
```
24
Properties=species:S:1:pos:R:3:lowdin_charge:R:1
C 0.038 -2.360 -0.097 -0.0068
H -1.932 -1.900 2.116 0.1483
H 0.642 0.476 7.157 0.1104
C 0.401 0.295 3.223 -0.1069
N -0.054 -0.210 7.421 0.2167
O -1.646 -1.749 6.995 0.1330
O 2.974 0.027 -1.745 0.2340
H -2.210 -2.221 4.624 0.1596
C -0.033 2.398 -0.047 -0.0213
C -1.372 -1.374 2.921 -0.0324
O -2.946 -0.033 -1.722 0.2244
C -1.469 -1.507 4.287 0.1020
O 0.028 -3.507 -0.043 0.2406
H -0.198 -0.364 8.404 0.1440
H 1.110 0.980 2.676 0.1295
C 0.308 0.170 4.608 0.0759
Sm 0.097 0.059 0.488 1.5451
O -0.040 3.541 -0.050 0.2575
N -0.451 -0.467 2.495 -0.2506
H 0.975 0.792 5.203 0.1440
C -0.632 -0.730 5.120 -0.0186
C 1.983 0.015 -1.152 0.0056
C -1.953 -0.013 -1.136 0.0308
C -0.825 -0.943 6.579 -0.4647
```

Maximum force   7.1 eV/Å
Total charge   +3
Relative energy (zero: lowest compared OMol25 entry of this formula, charge and spin)   0.0 kcal/mol
Spin multiplicity   6
<S²>   8.764

***

[5]
This record from OMol25 describes C10H7BrClFO in the gas phase in a non-equilibrium geometry. The level of theory is wB97M-V/def2-TZVPD.

XYZ file:
```
21
Properties=species:S:1:pos:R:3:lowdin_charge:R:1
H -1.366 -1.268 2.502 0.1535
C 0.410 -1.757 -0.951 -0.0749
C -0.115 0.477 -1.494 -0.0449
C -0.056 1.948 2.116 -0.4806
C -0.528 0.655 -0.188 -0.2945
H 1.803 2.312 2.452 0.1622
C 0.084 -1.570 0.385 -0.0423
H 0.420 -0.885 -2.982 0.0914
Cl -1.361 1.226 4.468 0.7249
C 0.254 -0.768 -1.947 -0.0679
H -0.100 1.272 -2.234 0.1215
C -1.016 -0.219 2.182 -0.0598
F -0.257 3.273 2.543 -0.0075
Br -2.700 2.337 0.597 0.7633
C -0.861 0.904 2.861 -0.6644
H 0.301 -2.317 1.195 0.1336
H -0.315 2.793 -0.188 0.0729
C -0.861 1.996 0.227 -0.5059
H 0.827 -2.710 -1.370 0.1152
C -0.510 -0.383 0.774 -0.1811
O 1.231 1.628 2.008 0.0854
```

Maximum force   5.5 eV/Å
Energy   -97811.0054 eV
SMILES string   O\C(F)=C(Cl)/C=c1/cccc/c1=C/Br

***

[6]
This record from OMol25 describes a molecular structure, C10H7Cl2N2O6PdS. The level of theory is wB97M-V/def2-TZVPD.

XYZ file:
```
29
Properties=species:S:1:pos:R:3:lowdin_charge:R:1
Cl 4.901 0.127 2.482 0.6467
O -2.704 2.375 0.128 -0.2432
Pd -1.644 0.581 0.001 1.0058
C 2.395 0.664 3.314 -0.1393
C 1.236 0.418 0.813 -0.1322
C 0.385 0.755 1.924 -0.3665
O -0.891 0.930 1.777 -0.1812
C 3.186 0.355 2.245 -0.6187
H -3.870 -3.350 -2.173 0.0598
H -2.885 -2.440 -3.356 0.0585
N -2.386 3.228 -0.770 -0.2527
H 0.763 0.021 -2.395 0.1206
O -3.957 -1.318 -0.222 -0.3488
C 2.710 -0.128 -1.424 -0.0474
C 2.628 0.230 0.953 -0.1783
O -2.478 -0.151 -1.794 -0.4583
Cl 0.072 1.264 4.555 0.6828
N 0.619 0.322 -0.391 0.0705
H -4.504 -1.837 -2.886 0.0604
O -1.734 -2.212 -0.753 -0.3683
C 3.357 -0.059 -0.223 -0.0300
H 4.426 -0.212 -0.157 0.0858
O -1.518 2.908 -1.554 -0.1299
H 2.827 0.763 4.300 0.1000
C 1.316 0.071 -1.465 -0.1026
C 1.017 0.865 3.157 -0.5913
S -2.901 -1.467 -1.197 0.3561
H 3.248 -0.339 -2.337 0.1001
C -3.614 -2.364 -2.552 -0.1582
```

Maximum force   1.0 eV/Å
Total charge   -1
Relative energy (zero: lowest compared OMol25 entry of this formula, charge and spin)   33.2 kcal/mol

***

[7]
This record from OMol25 describes a molecular structure, C10H7Cl5HgN4O3SbSe4 in a non-equilibrium geometry. The level of theory is wB97M-V/def2-TZVPD.

XYZ file:
```
35
Properties=species:S:1:pos:R:3:lowdin_charge:R:1
C -1.123 -1.679 4.672 -0.1624
C -0.359 -1.631 2.324 -0.5105
H -0.924 2.065 -5.988 0.0861
C -0.343 1.276 -4.200 -0.5376
Se 7.525 1.447 0.655 -0.1842
Se 3.846 1.463 1.843 -0.1206
H -1.107 -0.245 -0.224 0.0134
Cl -3.049 0.401 0.911 0.5936
Cl -2.528 0.429 -1.962 0.6548
C -2.012 -3.289 3.132 -0.1631
N -1.049 2.154 -3.488 0.1105
H -1.134 2.089 -2.458 -0.0049
O 0.321 -1.170 1.340 -0.2556
C -1.058 1.936 -0.130 -0.7968
H -1.072 -1.253 5.664 0.0947
H 0.130 0.733 -6.063 0.0925
Se 5.188 -1.512 -0.638 -0.1610
C -1.794 0.586 -0.348 -0.9693
N 1.251 0.381 -1.388 0.1504
C 0.889 0.454 -2.482 -0.3156
Cl -1.370 -3.379 0.525 0.6740
C -1.240 -2.733 2.134 -0.5930
H -1.831 2.595 -3.939 0.1030
O -1.245 2.851 -0.944 -0.0417
Cl -2.912 -3.453 5.692 0.5843
C -0.359 -1.138 3.655 -0.5750
Hg 1.628 0.638 1.013 0.7852
H -2.663 -4.123 2.910 0.0947
N 0.554 0.438 -3.754 0.1181
Cl 0.642 0.230 4.038 0.6663
C -1.945 -2.756 4.407 -0.6933
Sb 5.301 0.853 -0.138 -0.5408
O -0.332 1.961 0.892 -0.1421
Se 4.762 2.156 -2.107 -0.1813
N -0.587 1.224 -5.554 0.1271
```

Maximum force   1.3 eV/Å
Total charge   -2
Spin multiplicity   2
Energy   -357301.2850 eV
<S²>   0.767

***

[8]
This record from OMol25 describes a molecular structure, C10H7N6O8 in a non-equilibrium geometry. The level of theory is wB97M-V/def2-TZVPD.

XYZ file:
```
31
Properties=species:S:1:pos:R:3:lowdin_charge:R:1
C -2.003 -2.324 -1.413 -0.0006
O -0.061 -3.146 -2.526 -0.0066
H -2.479 -1.763 -2.226 0.0878
C 1.581 -1.366 -0.980 -0.4544
C 2.430 -2.543 -1.368 -0.0065
H 1.886 -3.221 -2.026 0.0549
H -0.432 -0.641 -0.519 -0.0456
N 0.175 1.594 -1.828 -0.3119
O 0.645 4.708 1.307 0.0118
O -1.644 -1.766 2.108 0.0509
C -0.623 0.334 1.554 -0.0699
O -1.452 -0.069 3.617 0.0197
O 2.114 -0.278 -0.736 0.0339
H -2.227 -1.861 -0.448 0.0599
N 0.633 4.020 0.123 0.1342
N 0.237 3.904 2.402 -0.1680
C -0.465 1.454 2.425 -0.1264
O -0.514 0.753 -2.455 0.0419
C 0.238 2.757 0.460 -0.1285
H -2.398 -3.343 -1.432 0.0806
C -0.013 2.667 1.841 -0.0499
H 2.744 -3.082 -0.466 0.0849
O 0.202 4.393 3.517 0.0516
N -1.255 -0.630 2.353 -0.1665
C 0.031 1.575 -0.374 -0.0820
C -0.351 0.354 0.187 0.0512
H 3.328 -2.169 -1.864 0.0798
N -0.955 1.213 3.674 0.1318
N 0.204 -1.527 -0.857 0.0801
O 0.943 2.387 -2.387 0.0595
C -0.517 -2.383 -1.663 -0.4975
```

Maximum force   6.0 eV/Å
Total charge   -1
Energy   -35792.7692 eV

***

[9]
This record from OMol25 describes C10H7NO2 in the gas phase in a non-equilibrium geometry. The level of theory is wB97M-V/def2-TZVPD.

XYZ file:
```
20
Properties=species:S:1:pos:R:3:lowdin_charge:R:1
H -1.357 2.928 -0.958 0.0907
C 0.318 -0.658 -0.286 0.0726
C 1.068 -1.697 0.386 -0.1042
C -1.795 -0.864 -0.985 -0.0988
H 2.579 1.859 -0.214 0.1070
C 2.207 0.841 -0.159 -0.0001
N 0.167 1.694 -1.018 0.1032
C 0.836 0.606 -0.489 -0.3068
C 2.921 -0.231 0.428 -0.0889
C -2.359 -0.001 -0.023 -0.3032
H -2.620 2.069 0.604 0.1397
C 2.345 -1.460 0.736 -0.1329
H -3.160 -1.437 0.888 0.0784
O -3.220 -0.523 0.889 0.1180
H 0.515 -2.533 0.686 0.0777
H 3.981 -0.073 0.641 0.0986
C -2.076 1.306 0.020 0.0025
C -1.007 1.988 -0.652 -0.1627
O -2.002 -1.521 -1.952 0.1746
H 2.661 -2.295 1.456 0.1345
```

Maximum force   5.4 eV/Å
Relative energy (zero: lowest compared OMol25 entry of this formula, charge and spin)   112.6 kcal/mol

***

[10]
This record from OMol25 describes 2 unconnected molecules or ions with the total composition C10H7NOS in a non-equilibrium geometry. The level of theory is wB97M-V/def2-TZVPD.

XYZ file:
```
20
Properties=species:S:1:pos:R:3:lowdin_charge:R:1
S -4.612 0.564 2.030 0.5995
C -1.543 0.978 -1.139 0.0366
C -0.355 1.068 -0.487 -0.2406
H 2.447 -0.692 0.027 0.0996
N -2.267 0.703 -2.029 -0.0625
C 2.252 1.387 0.560 -0.0620
O -3.238 0.470 -2.695 -0.0095
C 0.506 -0.059 -0.406 -0.0095
C -4.063 -1.080 -0.042 -0.2265
H -0.792 2.972 0.203 0.1328
C 1.345 2.471 0.534 -0.0771
H 1.653 3.448 1.034 0.1300
H 3.217 1.613 0.901 0.0852
C 1.784 0.155 0.104 -0.0898
H 0.288 -1.144 -0.627 0.1387
C -4.355 -1.128 -1.222 0.1186
H -2.808 -1.072 1.787 0.0705
C -3.603 -0.521 1.182 -0.6413
H -4.899 -1.315 -2.104 0.0470
C 0.075 2.301 0.030 -0.0396
```

Maximum force   5.0 eV/Å
Relative energy (zero: lowest compared OMol25 entry of this formula, charge and spin)   90.1 kcal/mol
SMILES string   [O-][N+]#Cc1ccccc1.C#CC=S

***

[11]
This record from OMol25 describes C10H8BrN5O in the gas phase in a non-equilibrium geometry. The level of theory is wB97M-V/def2-TZVPD.

XYZ file:
```
25
Properties=species:S:1:pos:R:3:lowdin_charge:R:1
O 0.700 0.316 1.612 0.0589
C -3.343 1.437 -0.462 -0.1368
C 1.347 -1.343 -0.759 -0.2012
H -4.472 3.059 0.326 0.0999
N 3.606 -2.743 -1.701 0.0210
N -2.786 2.717 1.520 0.1214
H -0.151 1.658 2.814 0.0670
Br 5.482 -1.507 -0.023 0.7098
H -4.005 1.337 -1.305 0.0975
C 1.277 -2.289 -1.788 -0.0227
C -1.408 0.924 0.659 -0.0908
N -2.284 0.651 -0.386 0.1129
C -0.108 0.172 0.703 -0.3704
N 0.177 -0.628 -0.395 0.1363
C 3.734 -1.816 -0.739 -0.7212
H 2.787 -0.421 0.577 0.0954
H -0.632 -0.763 -0.994 0.1239
H 2.240 -3.735 -3.004 0.1111
C 2.612 -1.150 -0.208 -0.0466
C -1.725 1.929 1.631 -0.3177
C -3.586 2.470 0.472 -0.0847
H 0.334 -2.524 -2.301 0.1135
N -1.042 2.130 2.817 0.1423
C 2.407 -2.974 -2.237 -0.1385
H -1.160 3.093 3.173 0.1199
```

Maximum force   2.6 eV/Å
Energy   -90040.8472 eV
SMILES string   Nc1nccnc1C(=O)Nc1ccnc(Br)c1

***

[12]
This record from OMol25 describes C10H8INO3 in the gas phase in a non-equilibrium geometry. The level of theory is wB97M-V/def2-TZVPD.

XYZ file:
```
23
Properties=species:S:1:pos:R:3:lowdin_charge:R:1
I 1.024 2.558 -2.263 0.6012
C -1.031 0.280 -0.555 -0.3907
O -1.901 0.726 -1.280 0.0933
C -2.046 0.513 1.638 0.0304
C -1.826 0.200 3.018 -0.0383
H 1.354 -0.976 3.010 0.1060
C -0.611 -0.351 3.441 -0.0838
O -0.376 -0.028 -3.255 -0.0123
H 1.987 -1.359 -3.031 0.0956
H -0.408 -0.665 4.495 0.1250
C 1.976 -0.278 -2.848 -0.1247
H -2.956 0.941 1.133 0.1512
H -2.607 0.553 3.840 0.1484
C 0.445 -0.660 2.616 0.0249
H -1.226 0.242 -2.715 0.1179
C 0.233 -0.437 1.244 -0.0621
H 2.815 -0.176 -2.159 0.0716
H 2.067 0.268 -3.819 0.0822
O 2.181 -0.943 -0.119 0.1554
C 1.072 -0.562 0.097 -0.3286
N 0.203 -0.148 -0.978 0.0746
C -0.992 0.103 0.890 -0.1216
C 0.621 0.198 -2.399 -0.7157
```

Maximum force   3.8 eV/Å
Relative energy (zero: lowest compared OMol25 entry of this formula, charge and spin)   0.0 kcal/mol
SMILES string   C[C@](O)(I)N1C(=O)c2ccccc2C1=O